(1)
66
Properties=species:S:1:pos:R:3 method="wB97M-V/def2-TZVPD" gap_ev=8.009 homo_energy_ev=-8.891 smiles="COCCC[C@@](C#N)(/C(I)=C(/C)I)[C@@](C#N)(B(N)O)P(O)Br.O=[N+]([O-])c1ccccc1.O=[N+]([O-])c1ccccc1"
C 0.480 -6.909 -1.624
O -0.106 -5.812 -0.961
C -0.036 -4.631 -1.706
C 0.052 -3.420 -0.796
C 0.820 -2.272 -1.478
C 2.269 -2.102 -0.992
C 2.746 -3.486 -0.860
N 3.068 -4.604 -0.762
C 3.182 -1.452 -2.066
I 4.880 -2.548 -2.754
C 3.013 -0.263 -2.624
C 3.889 0.313 -3.686
I 1.455 1.026 -2.042
C 2.425 -1.437 0.457
C 2.508 -2.476 1.466
N 2.589 -3.261 2.318
B 3.825 -0.603 0.642
N 4.919 -1.123 1.464
O 4.005 0.594 0.025
P 0.909 -0.410 0.946
O 0.340 -1.317 2.182
Br 1.673 1.419 1.997
H 1.481 -6.672 -1.967
H -0.148 -7.211 -2.456
H 0.542 -7.707 -0.906
H -0.911 -4.526 -2.348
H 0.819 -4.664 -2.378
H 0.427 -3.688 0.182
H -0.957 -3.062 -0.650
H 0.884 -2.505 -2.533
H 0.233 -1.375 -1.408
H 4.932 0.232 -3.430
H 3.670 1.364 -3.787
H 3.650 -0.150 -4.633
H 4.687 -1.098 2.448
H 5.175 -2.065 1.198
H 4.846 0.597 -0.433
H -0.137 -0.731 2.775
O -1.558 3.203 3.838
N -1.994 2.228 3.273
O -1.643 1.858 2.169
C -3.014 1.430 3.966
C -3.456 1.840 5.210
C -4.430 1.095 5.851
C -4.945 -0.045 5.249
C -4.483 -0.446 4.002
C -3.511 0.295 3.352
H -3.052 2.726 5.675
H -4.790 1.404 6.822
H -5.709 -0.622 5.751
H -4.883 -1.335 3.536
H -3.152 -0.012 2.381
O -2.801 8.124 -3.075
N -2.826 7.471 -2.055
O -3.260 7.864 -0.995
C -2.288 6.104 -2.108
C -1.755 5.639 -3.295
C -1.231 4.357 -3.337
C -1.253 3.563 -2.199
C -1.799 4.042 -1.017
C -2.322 5.324 -0.967
H -1.741 6.261 -4.176
H -0.805 3.979 -4.255
H -0.840 2.563 -2.231
H -1.814 3.420 -0.132
H -2.745 5.705 -0.050



(2)
57
Properties=species:S:1:pos:R:3 method="wB97M-V/def2-TZVPD" gap_ev=8.651 homo_energy_ev=-8.405
Be 2.390 1.743 0.234
C 5.160 4.733 0.686
C 4.580 5.409 1.753
C 3.405 4.940 2.309
C 2.812 3.795 1.782
N 3.377 3.166 0.737
C 4.519 3.607 0.213
C 1.577 3.133 2.263
C 0.849 3.614 3.348
C -0.283 2.927 3.755
C -0.664 1.776 3.075
C 0.078 1.315 1.994
C 1.226 1.974 1.548
H 6.086 5.062 0.239
H 5.051 6.297 2.155
H 2.952 5.448 3.147
H 4.926 3.015 -0.599
H 1.149 4.510 3.878
H -0.864 3.284 4.596
H -1.549 1.236 3.390
H -0.262 0.414 1.496
N 1.797 2.059 -1.441
C 2.551 1.111 -2.290
C 3.451 0.247 -1.401
O 4.145 -0.617 -1.892
O 3.351 0.531 -0.138
H 0.804 1.858 -1.457
H 1.926 3.018 -1.737
H 3.151 1.639 -3.029
H 1.873 0.443 -2.814
C -5.704 -3.657 -0.526
C -5.031 -2.971 -1.705
N -3.579 -2.877 -1.560
C -2.742 -3.763 -2.357
C -2.746 -5.205 -1.878
C -3.105 -1.950 -0.691
O -3.838 -1.181 -0.088
C -1.619 -1.902 -0.468
C -0.986 -2.826 0.350
C 0.373 -2.693 0.579
C 1.051 -1.641 -0.019
N 0.449 -0.740 -0.796
C -0.857 -0.874 -1.005
H -6.779 -3.736 -0.698
H -5.544 -3.087 0.387
H -5.312 -4.665 -0.384
H -5.427 -1.962 -1.826
H -5.225 -3.520 -2.629
H -1.729 -3.366 -2.368
H -3.106 -3.715 -3.388
H -2.397 -5.275 -0.847
H -2.092 -5.815 -2.502
H -3.747 -5.636 -1.926
H -1.551 -3.629 0.809
H 0.905 -3.385 1.216
H 2.112 -1.496 0.140
H -1.336 -0.120 -1.623



(3)
60
Properties=species:S:1:pos:R:3 method="wB97M-V/def2-TZVPD" relative_energy_kj_mol=23.3 gap_ev="6.785 / 6.787" charge=+3 homo_energy_ev="-17.707 / -17.708"
Os 0.188 -0.075 0.785
C 2.120 -0.122 3.195
N 2.074 -0.200 1.708
C 3.014 0.859 1.209
C 2.615 -1.515 1.213
C 1.546 -2.575 1.177
N 0.304 -1.929 0.701
C -0.757 -2.712 0.206
C -1.764 -2.045 -0.492
F -1.598 -0.697 -0.681
C -2.845 -2.688 -1.046
F -3.736 -1.986 -1.720
C -2.974 -4.059 -0.886
C -2.001 -4.743 -0.182
F -2.102 -6.040 0.002
C -0.896 -4.093 0.357
F -0.009 -4.792 1.049
H 1.663 0.809 3.524
H 1.607 -0.966 3.643
H 3.161 -0.145 3.518
H 4.019 0.613 1.552
H 2.720 1.822 1.618
H 2.999 0.898 0.125
H 3.467 -1.821 1.822
H 2.976 -1.340 0.198
H 1.334 -2.995 2.165
H 1.854 -3.401 0.538
H -3.823 -4.586 -1.303
O 0.652 1.419 -0.345
C 0.593 2.829 -0.050
C 0.096 3.684 -1.195
C 0.951 3.705 -2.476
C 0.642 2.716 -3.562
C 0.341 3.100 -4.858
C 0.118 2.144 -5.837
C 0.191 0.790 -5.522
C 0.462 0.437 -4.227
N 0.671 1.394 -3.301
H 0.856 1.257 -2.299
H 1.597 3.166 0.228
H -0.059 2.987 0.812
H 0.152 4.696 -0.783
H -0.957 3.499 -1.418
H 2.006 3.591 -2.200
H 0.868 4.689 -2.933
H 0.304 4.154 -5.098
H -0.109 2.452 -6.849
H 0.036 0.027 -6.271
H 0.523 -0.585 -3.885
Br -2.656 1.700 0.802
C -2.318 0.612 2.287
C -3.224 0.638 3.334
C -3.020 -0.184 4.427
C -1.911 -1.026 4.433
C -1.041 -0.981 3.375
N -1.211 -0.158 2.308
H -4.079 1.296 3.272
H -3.719 -0.177 5.253
H -1.722 -1.712 5.247
H -0.186 -1.635 3.339